C36H100Br6NiO37P9 as an isolated structure. Source: the Open Molecules 2025 dataset; level of theory: wB97M-V/def2-TZVPD.

```
189
Properties=species:S:1:pos:R:3
O 2.04959 -2.94695 -4.17685
O 1.71033 -1.44163 4.96589
H 2.49803 -2.61702 -6.13627
H -0.87410 -0.25040 5.51902
C 2.65274 3.31727 -2.87707
H 3.94045 -5.14409 -1.37230
C -2.48269 -4.17974 -3.11077
O 2.44758 -7.05410 2.67397
H 1.22458 0.87759 -4.50415
H 0.39767 -6.09344 -6.37097
H 3.43068 -1.26797 6.05008
H 4.04965 6.45688 3.60654
H 4.55639 -3.36250 1.38535
H -3.51364 4.31566 0.83127
C -3.74151 1.53859 -3.62616
C 3.57891 5.50850 3.80369
H -3.43478 -4.06796 -3.63347
H -4.26928 3.67072 3.38179
O 2.72428 -4.66388 1.61465
H 2.78260 5.22268 3.17399
P 0.92606 -1.09447 3.63539
H -1.01956 1.43559 -2.16712
H 2.19102 -5.71267 4.82527
H -0.97659 -3.07283 -2.31818
P -0.76884 3.67193 3.37947
O 3.33993 -4.91909 -3.30847
H 4.36111 2.80086 0.06274
H -2.12251 -0.27994 4.19671
H -8.29985 2.45970 -0.71113
O 1.17359 0.32753 3.21907
H -3.34372 2.16352 3.01220
P 2.03537 4.23954 -0.52545
C -5.26041 -1.79011 -1.57883
H 3.26112 3.64467 -3.74685
C 0.45967 -2.71597 1.61197
P 1.86185 -4.47165 -3.68429
O -0.00843 5.05574 3.39482
H -0.07647 -3.50521 2.07965
H 0.52055 6.30741 4.93280
C -0.47486 5.03104 -0.21785
P 4.11879 2.99827 3.13455
H -1.90344 -4.82928 -3.69487
C 1.42690 -1.39829 -1.64025
C 5.50049 0.12846 -1.93733
H -4.31918 2.11401 -4.32586
H 0.72475 -4.87529 5.29876
Br -4.52112 -1.34844 2.65394
H -1.49917 -0.15877 -1.71989
H -0.23949 -7.49267 -0.13881
H -0.30169 4.88409 0.84331
H 3.25230 5.55772 4.81748
H 5.10585 -0.64451 -2.58092
H -6.90607 2.12675 0.45346
C -3.89163 3.97536 -0.13232
H -6.33160 6.53225 -1.58904
H 3.73544 6.72385 1.08645
H -3.10667 -2.32681 0.97809
O -5.31162 4.11270 -0.07492
H 0.74092 1.59423 4.92597
C 0.48803 2.47998 5.48708
H 0.68556 -8.17763 1.15592
H -6.80339 5.97441 -3.12001
C -3.42970 3.11883 3.57741
Br -1.37706 -1.81663 -4.43260
C 6.08317 1.91279 4.49405
H 3.60351 -0.68662 4.35569
H -5.84610 -1.49324 -6.09263
C -7.13840 5.98935 -2.08664
P -5.93733 3.88848 -1.52459
H 1.26708 3.19851 5.48966
H 3.76587 -3.45559 -5.21923
C -3.16971 -3.94174 2.30742
H -0.24104 -1.98474 1.32490
H 2.14551 2.32471 -7.02693
O -2.28755 4.02778 3.28235
H 0.55242 -0.99448 -1.20372
H -4.31637 -1.26524 -1.49060
C 4.51129 -2.25916 1.35664
H -3.44351 2.90575 4.65508
H 4.07586 -8.11121 2.46937
H -1.75543 0.53887 2.01843
H -3.04124 1.28848 0.97666
O 1.54523 -5.26687 -4.99940
H -1.05818 2.22176 0.14879
C 1.54170 -4.91922 4.56571
O 3.71677 -1.81884 0.23134
H 2.62406 7.03891 -0.30858
C 0.06820 -7.37181 0.85742
H 0.35044 2.15840 6.54329
H -4.40437 -2.64981 -5.94080
H 2.09397 -3.96004 4.51637
O 2.77450 5.11498 0.44218
Br -0.60680 1.96885 -5.87940
O -7.31549 4.65639 -1.59281
O 5.06611 2.69729 1.96775
C 3.34449 6.36626 0.12518
O -6.21166 -1.14203 -2.40830
H -1.95714 -1.65066 5.30647
H 5.41484 4.11821 0.53071
H -0.57859 7.00836 3.75032
H 6.50022 -0.19875 -1.62012
O 3.00185 0.49989 0.99800
O 1.35487 -2.26529 2.64771
H 2.91531 -8.38142 1.11225
H -3.63131 2.91202 -0.14871
C -1.13317 1.09608 0.01008
O 0.86111 -5.26421 3.31304
O 4.83187 0.26333 -0.65829
H 4.01906 -6.89452 1.13000
O -0.56831 -1.48655 3.88845
H 4.09759 -6.52546 -2.39464
O 4.52136 4.43726 3.75497
C -0.37320 6.15520 4.31855
O 2.67435 2.82958 2.93980
C 3.39593 -7.64482 1.72968
H -5.71504 -2.00433 -0.62393
H 1.29513 -1.47217 -2.74048
C -7.33549 1.97263 -0.52528
O -6.65008 0.25455 -4.53194
H 3.55803 -1.73087 -5.01530
C 3.42701 -5.73834 -2.13490
H -1.02257 4.18041 -0.52870
P -5.60636 -0.32152 -3.62947
H 4.00252 -1.87924 2.29241
H -7.48394 0.91732 -0.73729
O 0.13115 0.55078 0.30916
H -2.46991 -0.47837 0.74132
O -6.48539 2.41478 -1.60499
Br 4.01806 1.52106 -5.63243
H -2.50572 -2.25254 -2.15580
H -1.17255 5.88993 -0.33204
H -0.75847 -7.30335 1.49313
Ni 1.23978 1.52714 1.44442
C -5.22417 -2.10349 -5.42877
H 2.49821 -6.10269 -1.82745
C -2.20585 0.59284 1.00622
H 1.01660 -3.16975 0.81815
H 2.03615 2.97076 -5.31319
P 1.78519 -5.68489 2.10412
H -3.51494 2.32128 -2.95302
O 0.83933 -6.10655 0.93182
O -4.52885 0.58482 -2.85204
H -8.06948 6.48501 -1.91406
O -4.63894 -1.27745 -4.43258
H 6.34333 2.72996 5.19438
H -0.29350 -6.25801 -4.82531
P 3.44383 -0.31771 -0.15024
H 1.60108 -2.38358 -1.24913
C -1.90558 -2.89179 -2.85167
C 1.10752 1.10685 -5.60059
O 0.74965 5.11806 -0.90177
H -3.46561 4.50907 -0.94970
H 6.11926 2.54251 0.16727
H -2.69662 1.11297 -1.50335
H -3.08540 -4.72517 1.55429
C 5.23561 3.06848 0.63455
H 6.67772 1.87527 3.61480
H -4.73710 -3.01748 0.87734
O -0.17176 2.87034 2.31422
O 2.51333 -0.40423 -1.37417
H -5.86625 -2.86539 -4.92204
C -1.58457 0.86778 -1.38512
Br -4.19073 -4.76663 3.78380
O 2.93473 4.25119 -1.82218
H 6.32735 0.97060 5.00175
C 2.92209 -0.71938 5.26000
O -0.71022 2.98655 4.84120
O -5.09489 4.24196 -2.67519
Br -2.99938 -5.05591 -1.46293
O 1.86615 2.87843 -0.05382
H 5.56309 1.08391 -2.50551
H 1.56481 3.46846 -3.21426
C 2.18056 2.11525 -5.95875
H 5.50216 -1.82516 1.28459
C -1.43579 -0.83234 4.77280
C -3.88330 -2.81122 1.59538
O 0.80463 -4.67976 -2.67377
H -1.18516 5.70105 4.86106
H -2.85053 1.03957 -4.06384
H 2.74307 2.26359 -2.57980
H 4.20352 6.22750 -0.53587
H -0.26654 -4.61092 -5.67242
O 4.70630 1.98617 4.19344
H 1.13548 0.15274 -6.20125
C 0.23328 -5.52775 -5.43784
H -5.09553 -2.74968 -2.02522
C 3.04851 -2.65610 -5.17743
H 2.71406 0.31754 5.60215
H -2.22937 -3.57691 2.71438
```

## Properties
expectation value of S²	2.00
LUMO energy (spin up / spin down)	-1.312 / -1.313	eV
multiplicity	3
DFT total energy	-24240.7957	Eh
total charge	+1